Entry 1:
A molecular structure, C34H42BrCl3MgN5OS, computed with the ωB97M-V functional and the def2-TZVPD basis.

Calculated values
Energy   -169326.38684 eV
F_max   3.2 eV/Å
Charge   +1
Relative energy (zero: lowest compared OMol25 entry of this formula, charge and spin)   60.7 kcal per mole
Frontier orbital gap   7.26 eV

Geometry (Å):
Mg 15.22 14.01 14.97
C 11.95 7.86 12.60
C 12.08 9.30 11.98
C 12.45 8.97 10.49
C 10.77 10.02 11.95
C 13.04 10.23 12.68
C 13.09 10.28 14.08
C 13.84 11.23 14.76
N 14.50 12.17 14.09
C 14.45 12.17 12.77
C 13.87 11.16 12.03
C 14.97 13.44 12.19
C 15.21 13.46 10.82
C 15.58 14.67 10.20
C 15.65 15.87 11.02
C 15.49 15.68 12.39
N 15.19 14.49 12.97
C 16.04 14.62 8.80
C 14.92 14.12 7.87
C 17.29 13.61 8.76
C 16.50 15.93 8.25
H 11.08 7.31 12.22
H 11.83 7.79 13.68
H 12.79 7.28 12.36
H 11.71 8.26 10.11
H 13.37 8.42 10.41
H 12.43 9.76 9.78
H 10.00 9.40 11.47
H 10.81 11.05 11.62
H 10.38 10.11 13.01
H 12.53 9.54 14.65
H 13.85 11.28 15.85
H 13.88 11.15 10.95
H 15.04 12.55 10.14
H 15.91 16.75 10.42
H 15.50 16.47 13.08
H 14.35 13.27 8.24
H 15.34 13.81 6.92
H 14.23 14.94 7.65
H 17.05 12.67 9.25
H 18.09 14.14 9.28
H 17.49 13.46 7.70
H 15.73 16.70 8.05
H 16.97 15.76 7.28
H 17.28 16.35 8.92
Cl 13.84 17.76 20.77
C 13.96 16.59 19.53
C 14.23 17.01 18.28
C 14.33 16.04 17.32
Cl 14.86 16.44 15.68
C 14.17 14.64 17.50
O 14.21 13.79 16.52
C 13.85 14.28 18.82
Cl 13.60 12.58 19.14
C 13.90 15.23 19.80
H 14.32 18.09 17.96
H 13.58 15.02 20.81
C 11.82 18.50 13.09
C 11.79 17.61 11.86
N 10.60 16.77 11.78
C 10.50 15.42 11.91
S 11.75 14.30 11.92
N 9.25 14.99 12.09
C 8.12 15.77 12.51
C 8.43 16.28 13.91
H 12.75 19.08 12.97
H 11.78 18.01 14.04
H 10.94 19.22 13.10
H 12.60 16.90 11.82
H 11.82 18.24 10.95
H 9.77 17.26 12.00
H 9.13 14.00 12.31
H 7.27 15.07 12.46
H 7.83 16.52 11.76
H 8.70 15.49 14.56
H 7.59 16.82 14.41
H 9.26 16.99 13.95
Br 19.97 10.68 15.12
C 19.25 12.45 14.97
C 20.05 13.52 14.56
C 19.44 14.79 14.47
C 18.11 14.94 14.67
N 17.39 13.90 15.08
C 17.89 12.67 15.16
H 21.15 13.45 14.40
H 20.15 15.61 14.39
H 17.58 15.88 14.57
H 17.31 11.88 15.58

Löwdin charges, unit e, in atom order: Mg 0.542; C -0.033; C -0.526; C -0.053; C -0.055; C -0.120; C 0.027; C -0.067; N 0.061; C -0.227; C 0.061; C -0.250; C 0.039; C -0.132; C 0.060; C -0.099; N 0.039; C -0.561; C -0.029; C 0.002; C -0.078; H 0.097; H 0.074; H 0.065; H 0.090; H 0.081; H 0.074; H 0.099; H 0.069; H 0.114; H 0.117; H 0.124; H 0.112; H 0.140; H 0.110; H 0.060; H 0.075; H 0.086; H 0.096; H 0.071; H 0.091; H 0.086; H 0.102; H 0.093; H 0.095; Cl 0.712; C -0.715; C -0.153; C -0.501; Cl 0.789; C -0.469; O -0.214; C -0.565; Cl 0.701; C -0.112; H 0.137; H 0.112; C -0.082; C -0.245; N 0.001; C -0.854; S 0.640; N -0.049; C -0.241; C -0.074; H 0.079; H 0.053; H 0.098; H 0.061; H 0.123; H 0.095; H 0.128; H 0.131; H 0.122; H 0.072; H 0.097; H 0.053; Br 0.768; C -0.630; C -0.063; C -0.033; C -0.129; N 0.011; C -0.143; H 0.129; H 0.122; H 0.102; H 0.113

***

Entry 2:
A molecular structure, C34H43B2CoF2N5O2, computed with the ωB97M-V functional and the def2-TZVPD basis.

Calculated values
Spin multiplicity   2
Energy   -91923.59405 eV
F_max   0.1 eV/Å
Charge   -2
Relative energy (zero: lowest compared OMol25 entry of this formula, charge and spin)   0.0 kcal per mole
Frontier orbital gap (spin up / spin down)   6.40 / 6.73 eV

Geometry (Å):
Co 0.23 -0.47 -0.67
C 2.20 -2.98 2.70
C 2.02 -3.89 1.48
C 2.67 -3.26 0.25
C 0.58 -4.31 1.23
C 0.34 -5.67 1.02
C -0.94 -6.17 0.87
C -2.01 -5.30 0.95
C -1.82 -3.93 1.13
C -3.05 -3.04 1.28
C -3.65 -3.21 2.68
C -4.13 -3.29 0.23
C -0.50 -3.41 1.24
N -0.30 -2.03 1.24
C -0.71 -1.35 2.29
O -0.99 -1.76 3.44
C -0.92 0.13 2.02
C -1.34 0.97 3.04
C -1.67 2.28 2.73
C -1.59 2.71 1.42
C -1.14 1.82 0.46
N -0.82 0.56 0.76
C -1.03 2.24 -1.00
O -1.55 3.32 -1.34
N -0.38 1.36 -1.73
C -0.24 1.60 -3.10
C -1.29 1.31 -3.99
C -1.10 1.50 -5.36
C 0.11 1.96 -5.85
C 1.15 2.23 -4.97
C 1.00 2.06 -3.60
C 2.10 2.39 -2.63
C 3.51 2.25 -3.21
C 1.90 3.79 -2.04
C -2.62 0.80 -3.47
C -3.67 1.92 -3.50
C -3.11 -0.43 -4.23
H 3.24 -3.00 3.02
H 1.56 -3.29 3.53
H 1.94 -1.95 2.46
H 2.56 -4.82 1.69
H 2.19 -2.31 0.03
H 2.59 -3.91 -0.63
H 3.73 -3.05 0.44
H 1.19 -6.35 1.01
H -1.10 -7.23 0.72
H -3.02 -5.69 0.88
H -2.71 -2.01 1.17
H -4.03 -4.23 2.81
H -4.48 -2.51 2.83
H -2.89 -3.01 3.44
H -4.54 -4.30 0.30
H -3.76 -3.14 -0.78
H -4.96 -2.59 0.39
H -1.41 0.56 4.04
H -2.00 2.96 3.51
H -1.85 3.71 1.10
H -1.91 1.28 -6.04
H 0.25 2.10 -6.92
H 2.10 2.58 -5.36
H 2.02 1.68 -1.81
H 3.72 3.02 -3.96
H 3.65 1.27 -3.66
H 4.24 2.36 -2.40
H 2.05 4.55 -2.82
H 2.62 3.98 -1.24
H 0.90 3.92 -1.65
H -2.46 0.51 -2.43
H -3.86 2.24 -4.53
H -3.32 2.77 -2.92
H -4.61 1.57 -3.07
H -3.39 -0.19 -5.26
H -3.99 -0.85 -3.74
H -2.33 -1.20 -4.26
B 4.11 1.20 1.38
C 2.80 0.62 0.70
N 1.85 0.21 0.19
H 4.60 2.00 0.60
H 3.80 1.74 2.42
H 4.87 0.26 1.58
F 1.08 -2.41 -2.81
B 1.37 -1.29 -2.07
F 2.56 -0.80 -2.49
C -1.82 -3.91 -2.49
C -1.55 -2.60 -1.91
N -1.22 -1.61 -1.45
H -2.79 -3.93 -2.97
H -1.78 -4.66 -1.70
H -1.04 -4.10 -3.23

Löwdin charges, unit e, in atom order: Co 0.320; C -0.060; C -0.366; C -0.058; C -0.126; C -0.064; C -0.121; C -0.086; C -0.142; C -0.362; C -0.066; C -0.072; C -0.158; N 0.105; C -0.515; O -0.025; C -0.154; C -0.006; C -0.063; C -0.007; C -0.149; N 0.110; C -0.496; O -0.031; N 0.071; C -0.152; C -0.132; C -0.063; C -0.108; C -0.049; C -0.124; C -0.370; C -0.081; C -0.045; C -0.373; C -0.064; C -0.083; H 0.072; H 0.078; H 0.066; H 0.113; H 0.025; H 0.081; H 0.084; H 0.099; H 0.082; H 0.096; H 0.121; H 0.072; H 0.072; H 0.062; H 0.064; H 0.046; H 0.076; H 0.106; H 0.095; H 0.106; H 0.096; H 0.083; H 0.094; H 0.094; H 0.062; H 0.073; H 0.074; H 0.075; H 0.076; H 0.062; H 0.109; H 0.071; H 0.064; H 0.070; H 0.062; H 0.071; H 0.068; B -0.444; C -0.164; N 0.101; H -0.020; H -0.017; H -0.018; F 0.081; B -0.614; F 0.127; C -0.027; C -0.198; N 0.192; H 0.080; H 0.075; H 0.088

***

Entry 3:
A molecular structure, C34H43Cl2NO3S2Se4SiW, computed with the ωB97M-V functional and the def2-TZVPD basis.

Calculated values
Energy   -361379.34869 eV
F_max   2.4 eV/Å
Charge   +2
Frontier orbital gap (spin up / spin down)   6.60 / 6.60 eV

Geometry (Å):
W 0.82 2.04 -0.50
Cl 5.48 1.06 0.18
C 4.35 1.24 1.45
C 4.76 1.40 2.78
C 3.88 1.77 3.74
Cl 4.40 2.19 5.33
C 2.54 1.91 3.43
C 1.53 2.26 4.35
C 0.23 2.33 3.94
C -0.05 1.99 2.64
N 0.89 1.76 1.74
C 2.16 1.68 2.12
C 3.04 1.28 1.09
O 2.50 0.98 -0.11
H 5.81 1.33 3.05
H 1.81 2.38 5.39
H -0.55 2.62 4.63
H -1.06 1.94 2.27
O -1.16 2.39 0.11
S -1.95 3.61 0.66
C -3.35 2.67 1.45
C -3.76 1.38 0.74
C -4.23 0.23 1.62
C -3.13 -0.47 2.43
S -1.82 -1.26 1.50
O -0.95 -0.12 1.00
C -2.76 -1.88 0.14
C -3.52 -3.00 0.35
C -4.33 -3.56 -0.61
C -4.36 -2.95 -1.89
C -3.51 -1.90 -2.15
C -2.68 -1.39 -1.15
C -2.79 4.22 -0.80
C -2.89 3.45 -1.96
C -3.70 3.94 -2.97
C -4.42 5.12 -2.81
C -4.27 5.88 -1.68
C -3.47 5.42 -0.64
H -4.16 3.41 1.59
H -2.96 2.45 2.44
H -2.92 1.03 0.17
H -4.55 1.62 0.02
H -4.74 -0.54 1.02
H -4.96 0.60 2.35
H -3.55 -1.28 3.02
H -2.57 0.12 3.16
H -3.52 -3.51 1.33
H -4.80 -4.49 -0.36
H -4.98 -3.36 -2.67
H -3.51 -1.47 -3.15
H -2.00 -0.58 -1.40
H -2.33 2.53 -2.01
H -3.90 3.38 -3.89
H -5.09 5.49 -3.57
H -4.74 6.84 -1.59
H -3.43 6.00 0.29
Se 0.14 0.72 -2.11
Se 2.42 3.06 -2.35
Se 0.61 4.19 -1.72
Se 1.13 4.48 0.50
C 0.34 -2.97 -1.23
Si 2.14 -2.74 -1.09
C 2.83 -2.98 0.62
C 4.23 -2.38 0.72
C 2.74 -4.48 1.01
C 1.83 -2.27 1.55
C 3.12 -2.32 -2.62
C 4.08 -1.09 -2.61
C 3.85 -3.75 -2.78
C 2.19 -2.20 -3.86
H 0.09 -3.17 -2.28
H -0.03 -1.98 -0.96
H -0.04 -3.70 -0.54
H 4.94 -2.98 0.16
H 4.53 -2.20 1.76
H 4.17 -1.40 0.25
H 3.46 -5.08 0.47
H 1.74 -4.91 0.91
H 2.96 -4.53 2.07
H 1.61 -1.22 1.32
H 2.21 -2.27 2.62
H 0.90 -2.81 1.53
H 4.93 -1.20 -1.93
H 3.54 -0.21 -2.31
H 4.54 -0.97 -3.58
H 4.67 -3.94 -2.10
H 4.29 -3.79 -3.79
H 3.13 -4.57 -2.70
H 1.52 -1.36 -3.77
H 1.58 -3.09 -4.04
H 2.77 -2.09 -4.74

Löwdin charges, unit e, in atom order: W 0.704; Cl 0.802; C -0.581; C -0.078; C -0.599; Cl 0.780; C -0.167; C 0.034; C 0.004; C -0.148; N -0.059; C -0.219; C -0.398; O -0.384; H 0.129; H 0.103; H 0.128; H 0.053; O -0.839; S 1.005; C -0.247; C -0.218; C -0.189; C -0.313; S 1.001; O -0.580; C -0.435; C -0.113; C -0.036; C -0.042; C -0.057; C -0.105; C -0.411; C -0.087; C -0.039; C -0.045; C -0.056; C -0.069; H 0.119; H 0.076; H 0.064; H 0.131; H 0.119; H 0.130; H 0.094; H 0.094; H 0.131; H 0.112; H 0.111; H 0.119; H 0.016; H 0.076; H 0.124; H 0.120; H 0.118; H 0.126; Se 0.442; Se 0.231; Se 0.109; Se 0.291; C -0.126; Si 1.009; C -0.622; C -0.070; C -0.058; C -0.087; C -0.556; C -0.060; C -0.053; C -0.090; H 0.064; H -0.005; H 0.058; H 0.091; H 0.104; H 0.028; H 0.084; H 0.084; H 0.100; H 0.058; H 0.127; H 0.056; H 0.069; H 0.050; H 0.092; H 0.077; H 0.109; H 0.082; H 0.034; H 0.083; H 0.081

***

Entry 4:
A molecular structure, C34H43N3O26S4, computed with the ωB97M-V functional and the def2-TZVPD basis.

Calculated values
Energy   -136989.66338 eV
F_max   1.9 eV/Å
Frontier orbital gap   8.65 eV

Geometry (Å):
C -1.35 3.32 4.62
C -0.33 2.88 3.58
O -0.09 1.51 3.99
S 0.02 1.44 5.58
O 1.31 1.65 6.09
O -0.68 0.26 5.95
O -0.83 2.75 5.84
H -2.32 2.89 4.43
H -1.39 4.41 4.67
H 0.59 3.44 3.52
H -0.73 2.72 2.57
C -5.26 -2.36 2.22
C -4.26 -2.27 1.06
O -5.04 -2.34 -0.12
S -6.47 -1.69 0.20
O -7.43 -2.21 -0.67
O -6.29 -0.30 0.36
O -6.58 -2.34 1.64
H -5.25 -1.62 3.02
H -5.19 -3.30 2.77
H -3.59 -3.12 1.16
H -3.65 -1.36 1.04
C 1.34 2.30 -7.65
C 2.62 3.10 -7.81
O 2.83 3.67 -6.50
S 1.76 3.15 -5.42
O 0.73 4.10 -5.37
O 2.42 2.71 -4.25
O 1.40 1.86 -6.29
H 1.19 1.42 -8.27
H 0.45 2.90 -7.84
H 2.51 3.93 -8.50
H 3.47 2.47 -8.04
C -5.49 1.36 3.92
C -4.07 0.87 3.70
O -3.47 1.78 2.78
S -4.40 3.05 2.47
O -5.03 2.91 1.22
O -3.65 4.21 2.77
O -5.45 2.76 3.63
H -5.84 1.18 4.93
H -6.17 0.91 3.20
H -3.99 -0.16 3.36
H -3.45 0.91 4.61
C 0.79 -4.38 -0.22
C 0.88 -4.96 -1.47
C 1.78 -6.00 -1.71
C 2.69 -6.27 -0.71
C 2.79 -5.52 0.43
C 1.72 -4.69 0.77
N 3.66 -7.36 -0.90
O 4.13 -7.89 0.09
O 3.94 -7.67 -2.04
H 0.02 -3.68 0.07
H 0.14 -4.75 -2.23
H 1.81 -6.40 -2.71
H 3.60 -5.69 1.12
H 1.60 -4.31 1.77
C -1.23 3.32 -1.26
C -0.50 2.61 -2.21
C -0.43 1.24 -2.12
C -1.03 0.60 -1.04
C -1.75 1.30 -0.09
C -1.82 2.68 -0.19
N -0.77 -0.83 -0.82
O -0.15 -1.43 -1.67
O -1.15 -1.33 0.22
H -1.38 4.39 -1.40
H -0.02 3.22 -2.96
H 0.07 0.59 -2.83
H -2.21 0.79 0.74
H -2.48 3.24 0.45
C 3.09 2.88 -0.91
C 3.56 2.33 0.28
C 4.63 2.89 0.93
C 5.14 4.08 0.44
C 4.66 4.66 -0.73
C 3.74 3.97 -1.48
N 6.23 4.75 1.15
O 6.33 5.95 1.02
O 6.95 4.07 1.85
H 2.29 2.38 -1.44
H 3.04 1.40 0.52
H 4.92 2.59 1.92
H 5.13 5.54 -1.13
H 3.48 4.34 -2.46
O 2.66 -0.23 -1.61
C 2.98 -0.50 -2.73
O 3.89 0.25 -3.38
C 4.11 -0.21 -4.73
C 2.88 -1.06 -5.04
C 2.43 -1.55 -3.66
H 5.02 -0.81 -4.68
H 4.27 0.65 -5.38
H 3.00 -1.86 -5.77
H 2.11 -0.41 -5.48
H 2.86 -2.53 -3.44
H 1.36 -1.69 -3.64
O -3.72 -4.47 5.12
C -2.75 -3.98 4.63
O -1.96 -4.68 3.78
C -0.88 -3.88 3.24
C -1.15 -2.42 3.66
C -2.22 -2.56 4.73
H -0.98 -4.03 2.16
H 0.06 -4.27 3.61
H -1.45 -1.79 2.83
H -0.28 -1.98 4.16
H -3.11 -1.93 4.67
H -1.88 -2.44 5.76

Löwdin population analysis, charges in e, atoms 1 to 99: C -0.139; C -0.119; O -0.202; S 0.569; O -0.201; O -0.235; O -0.180; H 0.087; H 0.143; H 0.139; H 0.117; C -0.146; C -0.164; O -0.167; S 0.574; O -0.183; O -0.209; O -0.177; H 0.102; H 0.131; H 0.132; H 0.105; C -0.170; C -0.130; O -0.193; S 0.583; O -0.200; O -0.203; O -0.201; H 0.139; H 0.132; H 0.135; H 0.132; C -0.136; C -0.147; O -0.222; S 0.566; O -0.188; O -0.206; O -0.164; H 0.143; H 0.132; H 0.094; H 0.131; C -0.073; C -0.070; C 0.000; C -0.160; C -0.002; C -0.047; N -0.356; O 0.083; O 0.079; H 0.075; H 0.110; H 0.120; H 0.124; H 0.095; C -0.037; C -0.051; C 0.009; C -0.125; C 0.006; C -0.060; N -0.309; O 0.078; O 0.045; H 0.116; H 0.089; H 0.115; H 0.101; H 0.084; C -0.064; C -0.059; C -0.001; C -0.164; C -0.008; C -0.052; N -0.364; O 0.074; O 0.081; H 0.080; H 0.104; H 0.122; H 0.120; H 0.096; O 0.111; C -0.477; O 0.017; C -0.136; C -0.143; C -0.065; H 0.128; H 0.117; H 0.117; H 0.095; H 0.132; H 0.106; O 0.118